DFT (ωB97M-V with the def2-TZVPD basis set) results for a cluster of 2 separate species, C3N6O6 in total.

XYZ file:
```
15
Properties=species:S:1:pos:R:3:lowdin_charge:R:1
C 0.80 0.69 -0.53 -0.3179
C 2.24 -1.06 0.68 -0.7193
C -0.26 -0.20 -0.93 0.0943
N 2.04 2.33 -0.32 -0.1107
N 0.93 1.93 -0.95 0.0588
N 1.86 0.38 0.22 0.0114
N 2.61 1.44 0.30 0.0076
N -0.58 -1.22 -1.38 -0.0849
N -3.28 0.12 0.79 -0.6640
O 2.83 -1.58 -0.27 -0.0171
O 2.06 -1.24 1.84 0.0452
O -1.23 -2.13 -1.87 -0.0236
O -3.74 0.13 1.96 -0.1240
O -3.90 -0.49 -0.09 -0.0910
O -2.38 0.89 0.53 -0.0648
```

Values from the calculation:
ΔE to the lowest compared entry with this formula, charge and spin (kJ/mol): 0.0
LUMO energy (eV): 6.2165
HOMO (eV): -1.83
F_max (eV/Å): 4.9
Charge: -2
Multiplicity: 1